Record 1
Below is a structure of composition C36H25Br2F4IrN4PS, with properties calculated with ωB97M-V/def2-TZVPD.

Each line ends with the Mulliken spin population.
Atoms and positions in Å:
Ir 0.05406 -0.07823 -1.26145  0.67
Br -2.36580 1.98285 -0.82317  0.03
Br 0.28768 -0.02917 -3.82097  0.01
S 0.57226 -2.31296 -1.42550  0.02
P -0.11398 -0.07210 1.09777  0.01
F -0.85117 0.28915 3.92528  0.00
F -4.38055 3.03347 0.94057  0.00
F -2.87021 1.50655 5.08891  0.00
F -4.68445 2.89148 3.60085  0.00
N 0.83618 2.06604 -1.63446  0.06
N 2.74884 -3.43840 -0.47743  0.00
N 2.86470 -1.16840 -0.56854  0.00
N 2.19654 -0.03138 -0.90552  0.04
C 4.31680 1.12184 -0.52627  0.00
C -3.26212 -2.09371 -3.27817  -0.02
C -1.55800 0.88320 1.75376  0.00
C -3.69045 2.25507 3.02437  0.00
C -1.23745 -1.15298 -4.11153  -0.01
C 2.73358 3.49813 -1.42686  0.00
C -1.73027 0.89384 3.13564  0.00
C -4.19935 -2.30810 -2.24188  0.10
C 1.09790 2.29710 1.84524  0.00
C -3.52448 -2.55930 -4.58986  0.04
C 3.45638 1.14190 2.73205  0.00
C -1.47841 -1.59049 -5.37596  0.02
C 3.28860 2.51826 2.80641  0.00
C -2.74098 -1.19674 -0.69414  0.02
C 2.45240 0.34032 2.21271  0.00
C 2.02716 4.54729 -1.99330  0.00
C 1.25461 0.91167 1.78304  -0.01
C 0.59707 -1.85596 3.14221  0.00
C -1.77746 -0.95219 -1.65082  0.03
C -3.52427 2.31137 1.64706  0.00
C 0.19262 3.05671 -2.25418  -0.01
C 2.86655 1.06874 -0.86421  0.02
C 2.19205 -2.25485 -0.75875  0.01
C -2.06040 -1.38821 -2.99277  0.01
C -2.77215 1.54918 3.77487  0.00
C -2.65203 -2.33175 -5.61313  -0.01
C -2.47763 1.65194 1.02912  -0.01
C 2.11301 3.09678 2.34999  0.00
C -0.75820 -4.01721 2.06280  0.00
C 2.12286 2.26258 -1.28178  -0.02
C -0.07201 -4.16141 3.25848  0.00
C -3.95380 -1.84294 -0.98295  -0.03
C 0.74211 4.31060 -2.44694  0.00
C 0.60730 -3.07798 3.79246  0.00
C -0.09690 -1.69261 1.93558  0.00
C -0.76589 -2.79947 1.40339  0.01
H -5.11614 -2.83711 -2.46842  0.00
H 4.57450 0.30933 0.14339  0.00
H -4.68084 -1.98079 -0.19382  0.00
H 4.58626 2.06770 -0.06474  0.00
H -1.30240 -2.73100 0.47665  0.00
H 2.60924 -0.72745 2.14804  0.00
H -4.44424 -3.10130 -4.76834  0.00
H 1.97370 4.16812 2.40787  0.00
H -2.85722 -2.69593 -6.60978  0.00
H -2.59372 -0.88147 0.32850  0.01
H -0.79832 -1.36634 -6.18629  0.00
H -0.06628 -5.11356 3.77209  0.00
H -1.29222 -4.85481 1.63416  0.00
H 4.90519 0.99919 -1.43992  0.00
H 4.07021 3.13742 3.22657  0.00
H 4.37178 0.68681 3.08720  0.00
H 2.48702 5.51929 -2.10971  0.00
H 1.13056 -1.03572 3.59209  0.00
H -0.79608 2.84356 -2.62860  0.00
H 1.14353 -3.17596 4.72646  0.00
H 3.73360 -3.48263 -0.27028  0.00
H 0.16226 5.07470 -2.94412  0.00
H 0.17871 2.76381 1.51024  0.00
H 2.23731 -4.29655 -0.58561  0.00
H 3.76074 3.63121 -1.12568  0.00

Atoms 1-6, force components in eV/Å:
0.34 -0.20 -0.04
-0.16 0.25 0.28
-0.06 -0.14 0.00
-0.02 -0.13 0.04
0.00 0.29 -0.05
0.04 -0.06 0.09

Output
**Calculated total energy**: -7996.73299 a.u.
**Net charge**: +2
**Largest force on an atom**: 0.55 eV/A
**Multiplicity**: 2
**Relative energy (zero: lowest compared OMol25 entry of this formula, charge and spin)**: 0.0 kcal/mol


Record 2
Below is a structure of composition C36H25Br2F5IrN2O4, with properties calculated with ωB97M-V/def2-TZVPD.

Each line ends with the Mulliken spin population.
Atoms and positions in Å:
Ir -0.14126 -1.03830 0.68425  2.04
Br 7.06941 -0.41507 0.32100  0.07
Br 3.32957 1.26633 4.11827  0.05
F -2.06011 -1.07892 -5.89402  -0.01
F -4.25921 0.27972 -5.12449  0.04
F -4.79239 0.75955 -2.53401  0.00
F -0.34893 -2.02458 -3.99046  0.02
F -3.14547 -0.19194 -0.61321  0.02
O 0.29841 3.76220 0.47740  0.00
O 1.45518 -0.24610 2.23887  0.34
O -0.86920 -1.61459 -1.40665  0.39
O -0.85394 0.92192 0.71307  0.26
N -1.76314 2.95208 -1.16555  0.01
N 1.92067 -1.43652 -0.12750  0.21
C -2.86600 -0.40253 -1.89009  0.10
C -2.43439 -2.19947 1.82707  0.09
C -2.13854 1.98468 3.92860  0.00
C -1.13542 -2.27357 2.36724  -0.02
C 0.32967 -5.19270 0.38153  0.00
C 0.62796 2.95211 -0.54188  0.00
C 1.92142 2.51707 -0.82490  0.01
C -1.38011 1.30094 3.01180  0.02
C -1.67630 -1.14733 -2.23790  0.13
C 3.44993 -2.27838 -1.74784  -0.01
C -2.82146 -3.10075 0.84763  0.04
C 2.95334 -0.89264 0.54540  0.04
C -0.62928 -4.14342 0.86704  0.07
C -1.93062 -4.06444 0.38315  0.04
C 4.27314 -0.98510 0.09504  -0.01
C 4.50831 -1.70480 -1.08819  0.05
C 5.30012 -0.34350 0.87632  0.25
C 2.16045 -2.11426 -1.24151  0.02
C -0.23403 -3.23354 1.86207  0.05
C 2.62182 -0.23000 1.81645  0.16
C 3.70960 0.39325 2.52703  0.20
C -2.28847 -0.88825 -4.61014  -0.02
C 1.34366 4.31829 1.27112  0.00
C -1.48882 1.58084 1.63610  0.03
C -3.16207 3.29227 2.21917  0.00
C -3.05732 2.98142 3.54159  0.00
C 2.17749 1.75575 -1.95643  0.00
C -2.35394 2.64441 1.24206  0.00
C -3.43572 -0.17581 -4.21481  0.27
C 5.00565 0.33241 2.04953  -0.10
C -1.43870 -1.35960 -3.65280  0.15
C -0.41124 2.56152 -1.39097  0.00
C -2.50492 3.09779 -0.08075  0.00
C -0.13524 1.84825 -2.54748  0.01
C 1.15322 1.43042 -2.83688  0.00
C -3.71035 0.06559 -2.85480  -0.03
H 5.51605 -1.80560 -1.46685  0.01
H 5.80246 0.80738 2.60495  0.01
H -0.67061 0.54809 3.32561  0.02
H -2.22378 3.24672 -2.01773  0.00
H -3.84388 4.06981 1.89605  0.00
H -3.41187 3.65867 -0.28536  0.00
H 2.04959 4.86967 0.64855  0.00
H 0.85685 4.99442 1.96690  0.00
H -0.89102 -1.72448 3.26623  0.00
H 3.60001 -2.84493 -2.65561  0.00
H -0.18365 -5.96371 -0.18886  0.00
H 3.19353 1.45088 -2.17245  0.00
H -3.83077 -3.06767 0.45883  0.00
H -3.13520 -1.47298 2.21804  0.01
H 0.84208 -5.66843 1.21760  0.00
H -2.25958 -4.78133 -0.35894  0.00
H 1.09714 -4.75491 -0.26132  0.01
H -3.65401 3.49533 4.28037  0.00
H 1.86212 3.53756 1.83071  0.00
H 0.73094 -3.35158 2.34121  -0.01
H 1.29770 -2.52045 -1.75226  0.00
H -0.94926 1.61532 -3.22630  -0.02
H 2.73649 2.80938 -0.17774  -0.01
H -2.03275 1.74587 4.97962  0.00
H 1.35903 0.88425 -3.74680  0.00

Atoms 1-6, force components in eV/Å:
0.56 -0.18 0.02
0.06 0.00 -0.03
-0.03 0.02 0.00
-0.02 0.02 0.08
0.17 -0.08 0.18
0.12 -0.09 -0.05

Output
**Calculated total energy**: -7548.33970 a.u.
**Net charge**: +2
**Largest force on an atom**: 0.59 eV/A
**Multiplicity**: 6
**Relative energy (zero: lowest compared OMol25 entry of this formula, charge and spin)**: 0.0 kcal/mol


- Among the records above, which one has the highest multiplicity?
  C36H25Br2F5IrN2O4


- Which formula does entry 2 have?
  C36H25Br2F5IrN2O4